#a
15
Properties=species:S:1:pos:R:3:nbo_charge:R:1 method="wB97M-V/def2-TZVPD" total_charge=0 homo_lumo_gap_ev=11.40 lumo_ev=0.788 smiles=CC[C@@H](O)OOO
C -0.248 -0.421 -0.076 0.350
C 0.992 0.191 0.697 -0.414
C 2.064 0.615 -0.287 -0.608
O -2.596 -0.591 0.155 -0.047
O -1.323 -0.325 0.813 -0.276
O -3.056 0.565 -0.466 -0.428
O 0.033 -1.718 -0.463 -0.725
H -3.567 1.041 0.210 0.462
H -0.794 -2.176 -0.662 0.484
H -0.466 0.190 -0.972 0.141
H 1.353 -0.587 1.367 0.216
H 0.649 1.032 1.297 0.214
H 1.661 1.347 -0.991 0.202
H 2.404 -0.240 -0.866 0.217
H 2.894 1.076 0.243 0.213

***

#b
15
Properties=species:S:1:pos:R:3:nbo_charge:R:1 method="wB97M-V/def2-TZVPD" total_charge=0 homo_lumo_gap_ev=9.04 lumo_ev=0.204
C -1.457 0.302 -1.252 0.297
C 0.846 0.803 -0.513 -0.897
O -1.933 -0.520 -0.444 -0.665
H -1.377 -0.011 1.184 0.506
H -1.672 1.371 -1.147 0.149
H -1.013 -0.037 -2.194 0.148
H 1.136 1.592 0.178 0.212
H 0.546 1.323 -1.423 0.207
H 1.726 0.245 -0.837 0.200
C 0.445 -0.446 1.021 0.937
O 0.230 -1.651 0.463 -0.731
O 1.598 -0.334 1.684 -0.676
O -0.555 0.096 1.723 -0.701
H 2.132 -1.127 1.547 0.500
H -0.653 -1.608 0.009 0.513

***

Name the most stable of them. #b.

***

#a
108
Properties=species:S:1:pos:R:3:mulliken_charge:R:1 method="wB97M-V/def2-TZVPD" total_charge=0 homo_lumo_gap_ev=10.87 lumo_ev=0.175 smiles="CCOC(=O)C(F)(F)F.CCOC(=O)C(F)(F)F.CCOC(=O)C(F)(F)F.O=S1(=O)OCCO1.O=S1(=O)OCCO1.O=S1(=O)OCCO1.O=S1(=O)OCCO1.O=S1(=O)OCCO1.O=S1(=O)OCCO1"
C 3.879 -4.395 1.911 -1.407
C 3.400 -3.235 1.001 0.335
O 2.752 -3.574 -0.195 0.017
C 3.274 -3.330 -1.399 0.295
O 4.191 -2.598 -1.612 -0.589
C 2.403 -3.893 -2.534 0.941
F 3.183 -4.386 -3.487 -0.270
F 1.579 -4.862 -2.111 -0.245
F 1.650 -2.895 -3.010 -0.179
H 3.002 -4.882 2.337 0.244
H 4.379 -3.912 2.749 0.354
H 4.474 -5.151 1.402 0.392
H 4.044 -2.355 0.984 0.361
H 2.542 -2.912 1.601 -0.269
C -2.885 4.685 0.235 -1.463
C -2.372 3.809 -0.911 0.643
O -2.676 4.444 -2.148 -0.348
C -1.850 4.136 -3.169 0.444
O -0.765 3.663 -3.063 -0.529
C -2.396 4.690 -4.486 0.835
F -3.563 5.338 -4.366 -0.244
F -1.529 5.498 -5.101 -0.238
F -2.633 3.615 -5.290 -0.249
H -2.121 5.389 0.576 0.321
H -3.245 4.135 1.105 0.371
H -3.673 5.417 0.031 0.459
H -2.884 2.851 -0.836 0.019
H -1.310 3.651 -0.741 -0.016
C -3.495 7.468 2.685 -1.149
C -2.936 6.378 3.583 -0.294
O -1.698 5.905 3.017 -0.204
C -1.089 4.831 3.536 0.117
O -1.425 4.344 4.566 -0.541
C -0.023 4.293 2.576 1.111
F 0.560 5.233 1.837 -0.267
F 0.938 3.690 3.303 -0.253
F -0.564 3.356 1.785 -0.151
H -4.322 7.905 3.272 0.411
H -4.024 7.147 1.793 0.269
H -2.951 8.408 2.599 0.331
H -3.563 5.485 3.544 0.284
H -2.792 6.711 4.608 0.418
C -0.428 -5.525 0.620 0.302
C -1.603 -4.646 0.119 0.461
O -2.294 -5.445 -0.860 -0.329
S -1.813 -6.980 -0.894 1.136
O -1.595 -7.392 -2.252 -0.550
O -2.640 -7.728 0.017 -0.605
O -0.396 -6.658 -0.240 -0.388
H -0.699 -5.821 1.633 0.287
H 0.525 -5.005 0.602 -0.095
H -1.375 -3.692 -0.352 -0.311
H -2.403 -4.577 0.859 0.063
C -2.196 -1.798 3.288 0.389
C -1.574 -1.431 4.634 -0.478
O -0.336 -2.115 4.746 -0.423
S 0.122 -2.708 3.318 1.027
O 0.790 -3.953 3.508 -0.620
O 0.719 -1.661 2.532 -0.231
O -1.409 -2.931 2.843 -0.293
H -2.085 -0.989 2.572 -0.273
H -3.214 -2.152 3.400 0.515
H -2.206 -1.747 5.464 0.252
H -1.379 -0.367 4.775 0.308
C 4.162 1.057 -2.297 0.306
C 3.558 1.460 -3.665 -0.324
O 2.845 2.691 -3.427 -0.375
S 2.845 3.189 -1.879 0.931
O 1.589 2.817 -1.292 -0.279
O 3.311 4.523 -1.783 -0.628
O 3.985 2.113 -1.373 -0.272
H 5.214 0.802 -2.376 0.383
H 3.523 0.244 -1.952 -0.318
H 2.725 0.795 -3.900 0.179
H 4.194 1.608 -4.533 0.314
C 0.043 0.187 0.834 -0.187
C 0.416 -1.041 -0.017 1.500
O -0.688 -1.090 -0.922 -0.082
S -2.084 -0.572 -0.236 0.862
O -2.980 -1.623 0.127 -0.655
O -2.518 0.484 -1.100 -0.556
O -1.334 -0.113 1.132 -0.363
H 0.120 1.142 0.317 -0.146
H 0.559 0.224 1.790 0.632
H 0.617 -1.984 0.492 -0.611
H 1.292 -0.891 -0.650 -0.647
C 5.184 2.441 1.692 -0.249
C 3.935 2.713 2.477 0.133
O 3.413 1.457 2.902 -0.303
S 4.083 0.191 2.134 1.047
O 3.321 -0.147 0.950 -0.135
O 4.591 -0.801 3.048 -0.658
O 5.377 1.047 1.622 -0.467
H 6.136 2.855 2.037 0.292
H 5.157 2.841 0.674 0.145
H 3.152 3.202 1.892 -0.064
H 4.052 3.415 3.304 0.379
C -4.238 -3.461 -5.006 -0.389
C -3.731 -4.659 -4.191 -0.494
O -2.879 -3.982 -3.259 -0.110
S -1.972 -2.944 -4.087 0.982
O -0.822 -3.616 -4.595 -0.598
O -1.780 -1.740 -3.346 -0.326
O -3.068 -2.673 -5.244 -0.335
H -4.844 -2.805 -4.371 0.271
H -4.862 -3.712 -5.860 0.363
H -3.073 -5.191 -4.883 0.300
H -4.501 -5.230 -3.690 0.346

***

#b
108
Properties=species:S:1:pos:R:3:mulliken_charge:R:1 method="wB97M-V/def2-TZVPD" total_charge=0 homo_lumo_gap_ev=10.59 lumo_ev=-0.307 smiles="CCOC(=O)C(F)(F)F.CCOC(=O)C(F)(F)F.CCOC(=O)C(F)(F)F.O=S1(=O)OCCO1.O=S1(=O)OCCO1.O=S1(=O)OCCO1.O=S1(=O)OCCO1.O=S1(=O)OCCO1.O=S1(=O)OCCO1"
C -16.010 -2.481 -14.243 -0.840
C -16.505 -1.197 -13.559 -0.071
O -15.492 -0.254 -13.574 -0.317
C -15.214 0.469 -14.658 0.403
O -15.833 0.386 -15.738 -0.576
C -13.978 1.394 -14.570 0.837
F -14.484 2.630 -14.636 -0.242
F -13.382 1.249 -13.353 -0.247
F -13.104 1.150 -15.532 -0.225
H -15.628 -2.315 -15.250 0.357
H -16.851 -3.172 -14.282 -0.035
H -15.194 -2.993 -13.733 0.387
H -16.738 -1.309 -12.500 0.260
H -17.439 -0.920 -14.047 0.302
C -15.717 -9.269 -5.341 -1.088
C -17.321 -9.083 -5.379 -0.344
O -17.737 -8.736 -6.688 -0.213
C -17.975 -9.628 -7.615 -0.219
O -18.074 -10.823 -7.465 -0.555
C -18.284 -9.034 -8.994 1.300
F -17.477 -9.493 -9.967 -0.286
F -19.506 -9.422 -9.357 -0.090
F -18.197 -7.703 -9.054 -0.227
H -15.459 -9.287 -4.282 0.383
H -15.221 -8.428 -5.824 0.316
H -15.431 -10.116 -5.966 0.303
H -17.711 -8.308 -4.720 0.355
H -17.801 -9.987 -5.005 0.329
C -23.272 -11.373 -7.759 -1.059
C -23.844 -9.930 -7.792 -0.280
O -23.364 -9.527 -9.015 0.039
C -24.225 -8.918 -9.898 0.236
O -25.367 -8.544 -9.627 -0.596
C -23.672 -8.660 -11.340 1.046
F -24.417 -9.344 -12.178 -0.284
F -23.880 -7.368 -11.595 -0.264
F -22.407 -8.992 -11.505 -0.273
H -23.412 -11.911 -6.822 0.423
H -22.199 -11.305 -7.936 0.134
H -23.689 -11.980 -8.563 0.295
H -23.237 -9.352 -7.095 0.184
H -24.916 -9.834 -7.620 0.431
C -24.246 -5.529 -7.535 -0.442
C -23.648 -4.752 -8.706 0.008
O -22.345 -4.564 -8.300 -0.345
S -21.708 -5.920 -7.687 0.870
O -20.829 -5.597 -6.562 -0.658
O -21.274 -6.816 -8.742 -0.142
O -23.198 -6.439 -7.249 -0.314
H -25.190 -6.054 -7.681 0.340
H -24.500 -4.840 -6.730 0.294
H -24.265 -3.856 -8.762 0.390
H -23.600 -5.352 -9.615 -0.018
C -20.632 -3.599 -15.954 -0.154
C -21.170 -3.261 -17.330 -0.283
O -20.024 -3.511 -18.113 -0.346
S -18.727 -2.895 -17.421 1.070
O -18.814 -1.416 -17.336 -0.544
O -17.483 -3.477 -17.895 -0.555
O -19.253 -3.535 -15.977 -0.132
H -20.823 -4.622 -15.631 0.178
H -20.919 -2.774 -15.302 0.242
H -21.502 -2.229 -17.443 0.263
H -22.007 -3.858 -17.690 0.294
C -20.249 -10.739 -13.564 -0.209
C -20.915 -12.178 -13.687 -0.389
O -20.563 -12.919 -12.487 -0.377
S -19.870 -12.101 -11.272 1.086
O -18.501 -12.614 -11.065 -0.581
O -20.805 -11.992 -10.128 -0.377
O -19.926 -10.665 -12.176 0.020
H -20.902 -9.880 -13.718 0.289
H -19.414 -10.633 -14.257 0.133
H -20.646 -12.738 -14.582 0.291
H -22.004 -12.146 -13.688 0.247
C -16.456 -7.816 -15.928 -0.295
C -15.270 -8.734 -16.252 -0.370
O -15.175 -9.627 -15.193 -0.361
S -15.737 -9.015 -13.759 0.964
O -14.669 -8.633 -12.826 -0.582
O -16.842 -9.760 -13.197 -0.348
O -16.422 -7.704 -14.488 -0.184
H -17.346 -8.391 -16.181 0.227
H -16.444 -6.831 -16.393 0.371
H -14.370 -8.140 -16.409 0.280
H -15.388 -9.442 -17.073 0.280
C -18.831 -6.211 -13.339 0.017
C -18.905 -7.373 -12.331 0.446
O -19.938 -7.009 -11.428 0.128
S -20.365 -5.436 -11.493 0.452
O -19.487 -4.617 -10.640 -0.467
O -21.832 -5.308 -11.399 -0.493
O -19.874 -5.335 -13.065 -0.209
H -18.890 -6.484 -14.393 0.131
H -17.816 -5.814 -13.356 0.319
H -17.932 -7.376 -11.841 0.075
H -19.135 -8.344 -12.767 -0.540
C -19.185 -1.725 -8.366 0.012
C -19.259 -0.900 -9.654 -0.369
O -17.961 -0.482 -9.761 -0.255
S -17.349 0.119 -8.321 1.053
O -17.891 1.434 -8.066 -0.505
O -15.879 -0.141 -8.139 -0.504
O -18.300 -1.034 -7.544 -0.389
H -18.775 -2.710 -8.590 0.160
H -20.189 -1.798 -7.950 0.256
H -19.856 0.012 -9.654 0.335
H -19.593 -1.557 -10.457 0.226

***

Name the most stable of them. #a.

***

#a
10
Properties=species:S:1:pos:R:3:nbo_charge:R:1 method="wB97M-V/def2-TZVPD" total_charge=-1 homo_lumo_gap_ev=6.43 lumo_ev=3.527
C -0.678 -0.264 1.403 -1.131
C -0.464 -0.373 -1.067 -0.898
O 1.480 1.359 -0.314 -1.136
O 1.637 -1.763 0.522 -1.083
P 0.706 -0.692 0.411 1.972
S -1.274 0.726 0.051 0.208
H -0.430 0.182 2.470 0.222
H -0.184 0.207 -1.938 0.243
H -1.137 -1.126 -1.461 0.213
H 0.344 1.744 -0.076 0.391

***

#b
10
Properties=species:S:1:pos:R:3:nbo_charge:R:1 method="wB97M-V/def2-TZVPD" total_charge=-1 homo_lumo_gap_ev=6.03 lumo_ev=3.668
C 0.665 0.902 -1.210 -1.150
C 0.364 0.175 1.140 -0.799
O -1.977 0.412 -0.342 -1.153
O -0.643 -1.690 -0.442 -1.009
P -0.584 0.014 -0.431 2.058
S 2.037 0.362 -0.077 -0.012
H 0.820 1.006 -2.290 0.206
H 0.156 1.199 1.541 0.212
H 0.409 -0.532 1.894 0.189
H -1.246 -1.848 0.216 0.458

***

Name the most stable of them. #b.

***

#a
9
Properties=species:S:1:pos:R:3:nbo_charge:R:1 method="wB97M-V/def2-TZVPD" total_charge=0 homo_lumo_gap_ev=10.78 lumo_ev=0.721 smiles="O=C1O[C@H]1CBr"
C -1.358 0.567 0.046 0.758
C -0.018 0.661 0.474 -0.029
C 0.939 -0.737 -0.148 -0.524
O -2.198 0.525 -0.753 -0.496
O -1.087 0.299 1.311 -0.453
Br 0.606 -0.568 -1.966 0.061
H 0.615 1.580 0.714 0.217
H 0.483 -1.692 0.296 0.237
H 2.018 -0.634 0.026 0.229

***

#b
9
Properties=species:S:1:pos:R:3:nbo_charge:R:1 method="wB97M-V/def2-TZVPD" total_charge=0 homo_lumo_gap_ev="9.30 / 4.40" lumo_ev="-0.699 / -4.101"
C -1.498 -1.367 0.260 0.223
C 0.803 0.164 0.485 -0.137
C -0.542 -0.348 0.484 0.272
O -1.202 -2.546 0.180 -0.502
O -0.424 0.951 0.433 -0.396
Br 4.459 -0.227 0.031 0.003
H -2.533 -1.000 0.155 0.132
H 1.357 0.238 1.414 0.201
H 1.391 0.165 -0.427 0.203

***

Name the most stable of them. #a.

***

#a
9
Properties=species:S:1:pos:R:3:nbo_charge:R:1 method="wB97M-V/def2-TZVPD" total_charge=-1 homo_lumo_gap_ev="5.56 / 5.55" lumo_ev="3.653 / 3.653"
C 3.735 0.490 -2.090 0.426
C -0.250 0.423 -0.092 -0.541
N 1.651 -0.201 -1.378 -0.333
N 1.142 0.653 -0.671 -0.284
O 4.068 1.517 -1.537 -0.583
S 4.030 -0.716 -3.087 -0.241
H -0.325 -0.605 0.487 0.180
H -1.042 0.622 -0.911 0.187
H -0.195 1.338 0.605 0.189

***

#b
9
Properties=species:S:1:pos:R:3:nbo_charge:R:1 method="wB97M-V/def2-TZVPD" total_charge=-1 homo_lumo_gap_ev="6.16 / 6.16" lumo_ev="3.610 / 3.611"
C 0.648 0.584 -0.375 -0.010
C -0.534 0.040 0.562 -0.377
N 1.834 0.180 -0.445 -0.537
N -1.135 -0.853 -0.452 0.133
O -2.215 -0.360 -0.947 -0.419
S 2.516 -1.167 0.209 -0.341
H 0.305 1.377 -0.985 0.150
H -0.254 -0.564 1.412 0.219
H -1.164 0.763 1.021 0.181

***

Name the most stable of them. #a.

***

#a
19
Properties=species:S:1:pos:R:3:mulliken_spin:R:1 method="wB97M-V/def2-TZVPD" total_charge=+1 s2=2.0116 homo_lumo_gap_ev="7.52 / 6.27" lumo_ev="-3.552 / -6.845" multiplicity=3
C 1.621 -1.228 -0.329 0.372
C 2.154 -0.003 -0.040 0.195
C -1.274 0.041 0.559 0.026
C -2.133 2.271 -0.230 0.005
C -0.277 -2.693 -0.035 0.003
C -2.220 0.904 0.496 0.005
N 3.974 1.467 0.171 0.756
N -0.166 -0.454 0.791 0.064
N 2.950 0.842 0.048 0.092
N 0.390 -1.448 0.022 0.423
H 2.311 -1.858 -0.897 0.027
H -1.134 2.570 -0.514 0.001
H -2.740 2.978 0.291 -0.001
H -2.610 2.205 -1.238 0.001
H -0.552 -3.020 0.924 0.010
H -1.218 -2.441 -0.456 0.023
H 0.278 -3.388 -0.703 0.005
H 3.967 2.502 0.307 -0.008
H -3.321 0.753 0.833 0.004

***

#b
19
Properties=species:S:1:pos:R:3:mulliken_spin:R:1 method="wB97M-V/def2-TZVPD" total_charge=+1 s2=2.0177 homo_lumo_gap_ev="5.94 / 7.50" lumo_ev="-4.285 / -6.922" multiplicity=3
C 0.467 3.036 -0.364 0.584
C 1.361 2.206 -0.915 0.746
C -0.549 2.192 0.259 0.086
C 0.910 0.716 -0.367 0.018
C 1.054 -0.725 -1.027 0.040
C -1.304 -1.382 -0.910 0.014
N -4.376 -0.593 2.543 0.000
N -0.304 0.961 0.349 0.405
N -3.694 -0.737 1.691 0.000
N 0.095 -1.515 -1.173 0.001
H 0.217 4.031 -0.552 0.025
H 2.126 -0.991 -1.248 -0.003
H -1.425 2.596 0.768 0.016
H 1.975 0.634 0.160 0.073
H 2.282 2.391 -1.514 0.002
H -1.751 -1.691 -1.950 -0.001
H -1.632 -1.862 -0.074 0.000
H -1.438 -0.334 -0.715 -0.009
H 0.304 -2.439 -1.421 0.001

***

Name the most stable of them. #b.